Formula: C26H39F2IN5Si
Source: the OMol25 dataset
Level of theory: ωB97M-V/def2-TZVPD

For the HOMO energy, the calculation gives -11.1 eV. For the gap between HOMO and LUMO, the calculation gives 6.263 eV.

Geometry as ORCA input:
```
! RIJCOSX wB97M-V def2-TZVPD def2/J DEFGRID3
* xyz 1 1
C 2.806 -2.303 0.918
Si 2.535 -2.019 -0.988
C 4.335 -1.919 -1.722
C 1.685 -3.505 -1.856
C 0.187 -3.218 -2.375
C -0.944 -4.155 -1.692
F -2.139 -4.034 -2.518
F -0.536 -5.512 -1.556
C -1.363 -3.471 -0.278
N -2.355 -2.407 -0.259
C -2.473 -2.065 1.169
C -1.511 -2.980 2.004
N -0.830 -3.815 1.012
I 0.605 -5.175 1.577
C 1.610 -0.354 -1.156
C 1.455 0.215 -2.633
C 0.673 1.543 -2.858
C 0.069 2.238 -1.589
C 0.227 1.720 -0.129
C 1.012 0.385 0.100
H 3.484 -3.199 1.139
H 3.387 -1.364 1.281
H 1.822 -2.315 1.504
H 4.407 -1.236 -2.637
H 5.098 -1.585 -0.915
H 4.646 -3.003 -2.001
H 2.311 -3.805 -2.787
H 1.711 -4.387 -1.109
H -0.174 -2.140 -2.245
H 0.152 -3.429 -3.517
H -2.856 -1.978 -1.051
H -3.148 -1.258 1.639
H -1.390 -2.975 3.136
H 1.925 -0.384 -3.504
H 0.554 1.910 -3.932
H -0.534 3.197 -1.763
H -0.213 2.229 0.802
H 1.145 -0.043 1.166
C 2.086 4.872 2.790
C 0.886 5.465 3.522
C 0.374 4.566 4.650
C -0.063 3.241 4.088
N -0.407 2.197 3.643
H 1.833 3.930 2.297
H 2.436 5.555 2.014
H 2.915 4.689 3.481
H 0.084 5.647 2.799
H 1.169 6.436 3.940
H -0.475 5.038 5.152
H 1.157 4.399 5.395
C -3.880 -6.290 -0.696
C -5.074 -5.687 0.038
C -5.599 -6.586 1.159
C -6.051 -7.902 0.589
N -6.408 -8.940 0.138
H -4.144 -7.226 -1.195
H -3.522 -5.603 -1.466
H -3.054 -6.488 -0.005
H -5.872 -5.491 -0.685
H -4.780 -4.722 0.463
H -6.443 -6.106 1.662
H -4.819 -6.768 1.904
C 2.493 8.391 -1.843
C 1.172 7.632 -1.905
C 0.907 6.796 -0.651
C 1.995 5.772 -0.479
N 2.863 4.957 -0.354
H 3.347 7.711 -1.780
H 2.626 8.995 -2.744
H 2.521 9.061 -0.978
H 1.176 6.985 -2.788
H 0.356 8.349 -2.035
H -0.055 6.283 -0.737
H 0.872 7.435 0.237
*
```

Atom charges from the Löwdin analysis, given in e for atoms 1 to 6:
1 C -0.257
2 Si 0.534
3 C -0.201
4 C -0.246
5 C -0.134
6 C -0.312

Formula: C26H39F5GeN2O3PdSi3
Source: the OMol25 dataset
Level of theory: ωB97M-V/def2-TZVPD

For the HOMO energy (spin up / spin down), the calculation gives -4.4 / -4.3 eV. For the gap between HOMO and LUMO (spin up / spin down), the calculation gives 5.269 / 5.522 eV.

Geometry as ORCA input:
```
! RIJCOSX wB97M-V def2-TZVPD def2/J DEFGRID3
* xyz -1 2
Pd 0.250 -0.769 0.843
C -1.167 2.661 3.736
O -1.132 1.653 4.726
C -0.003 0.866 4.798
C 0.388 0.485 6.062
C 1.507 -0.317 6.273
C 2.242 -0.744 5.194
C 1.880 -0.386 3.889
C 2.682 -0.864 2.810
N 2.423 -0.723 1.551
N 3.325 -1.050 0.637
C 2.985 -0.910 -0.637
O 1.856 -0.565 -1.057
C 4.067 -1.193 -1.617
C 5.035 -2.162 -1.368
C 5.940 -2.505 -2.355
C 5.896 -1.882 -3.592
C 4.973 -0.874 -3.822
C 4.063 -0.532 -2.842
C 0.735 0.448 3.642
O 0.417 0.835 2.467
H -2.099 3.200 3.897
H -0.324 3.350 3.859
H -1.138 2.242 2.730
H -0.213 0.816 6.896
H 1.798 -0.587 7.277
H 3.099 -1.387 5.336
H 3.612 -1.368 3.091
H 5.055 -2.656 -0.410
H 6.674 -3.280 -2.177
H 6.575 -2.182 -4.379
H 4.951 -0.369 -4.778
H 3.333 0.243 -3.015
F -1.266 -3.061 2.506
C -0.156 -2.671 1.773
F 0.923 -3.238 2.438
C -0.256 -3.361 0.429
F -1.290 -2.841 -0.272
F -0.448 -4.701 0.389
F 0.851 -3.131 -0.305
C -2.505 0.433 -4.058
Si -1.259 -0.557 -2.969
C -1.765 -2.393 -3.254
C 0.441 -0.378 -3.831
Ge -1.197 0.308 -0.673
Si -0.694 2.697 -0.969
C -0.379 3.806 0.570
C 0.908 2.851 -2.017
C -2.030 3.667 -1.966
Si -3.421 -0.059 0.429
C -4.784 0.876 -0.563
C -4.063 -1.867 0.536
C -3.479 0.594 2.231
H -2.508 0.057 -5.077
H -2.250 1.487 -4.100
H -3.515 0.354 -3.668
H -1.888 -2.614 -4.312
H -2.695 -2.642 -2.754
H -1.001 -3.059 -2.867
H 0.474 -0.861 -4.805
H 1.201 -0.828 -3.201
H 0.707 0.666 -3.966
H 0.329 3.329 1.239
H -1.290 3.997 1.130
H 0.035 4.772 0.287
H 1.644 2.132 -1.669
H 1.347 3.842 -1.948
H 0.714 2.652 -3.066
H -3.006 3.611 -1.497
H -2.124 3.277 -2.973
H -1.763 4.716 -2.047
H -4.870 0.475 -1.568
H -4.565 1.935 -0.649
H -5.752 0.777 -0.082
H -4.011 -2.371 -0.424
H -5.097 -1.895 0.873
H -3.476 -2.445 1.242
H -3.538 1.678 2.263
H -2.586 0.290 2.772
H -4.333 0.200 2.777
*
```

Atom charges from the Löwdin analysis, given in e for atoms 1 to 6:
1 Pd 0.752
2 C -0.118
3 O -0.096
4 C -0.207
5 C -0.028
6 C -0.114

Formula: C26H39N3O7
Source: the OMol25 dataset
Level of theory: ωB97M-V/def2-TZVPD

For the HOMO energy, the calculation gives -9.4 eV. Its SMILES is C[C@@H](O)[C@@H](NC(=O)[C@H]1CC[C@H](CNC(=O)[C@H](Cc2ccccc2)NC(=O)OC(C)(C)C)CC1)C(=O)O. For the gap between HOMO and LUMO, the calculation gives 9.795 eV. The value obtained for the energy above the lowest of the compared OMol25 structures with the same formula, charge and spin is 0.0 kcal per mole.

Geometry as ORCA input:
```
! RIJCOSX wB97M-V def2-TZVPD def2/J DEFGRID3
* xyz 0 1
C -6.615 -0.366 -2.037
C -7.344 0.025 -0.750
O -7.894 -1.067 -0.087
C -6.396 0.833 0.200
N -5.047 0.320 0.274
C -4.668 -0.927 0.617
O -5.452 -1.818 0.892
C -3.162 -1.109 0.584
C -2.726 -1.388 -0.860
C -1.210 -1.531 -0.928
C -0.723 -2.642 0.001
C 0.802 -2.787 -0.084
N 1.508 -1.569 0.246
C 2.185 -0.851 -0.668
O 2.284 -1.163 -1.837
C 2.870 0.407 -0.120
C 2.052 1.659 -0.488
C 0.704 1.748 0.170
C -0.423 2.051 -0.587
C -1.659 2.223 0.013
C -1.790 2.070 1.384
C -0.679 1.747 2.146
C 0.558 1.597 1.545
N 4.185 0.493 -0.709
C 5.308 0.498 0.051
O 5.299 0.619 1.254
O 6.385 0.386 -0.740
C 7.719 0.441 -0.178
C 7.951 1.790 0.500
C 7.929 -0.711 0.805
C 8.637 0.284 -1.390
C -1.190 -2.375 1.433
C -2.709 -2.253 1.488
C -6.290 2.271 -0.259
O -5.262 2.782 -0.625
O -7.452 2.913 -0.224
H -7.323 -0.825 -2.721
H -6.177 0.510 -2.510
H -5.830 -1.088 -1.824
H -8.193 0.677 -0.990
H -7.159 -1.596 0.290
H -6.873 0.815 1.190
H -4.343 0.991 -0.007
H -2.685 -0.183 0.919
H -3.202 -2.309 -1.206
H -3.047 -0.573 -1.513
H -0.903 -1.748 -1.952
H -0.749 -0.585 -0.636
H -1.155 -3.592 -0.330
H 1.093 -3.038 -1.106
H 1.137 -3.584 0.588
H 1.447 -1.236 1.194
H 3.017 0.343 0.962
H 1.935 1.680 -1.573
H 2.645 2.531 -0.195
H -0.328 2.170 -1.656
H -2.517 2.490 -0.587
H -2.750 2.216 1.859
H -0.775 1.628 3.215
H 1.423 1.387 2.158
H 4.257 0.244 -1.685
H 8.979 1.855 0.846
H 7.284 1.901 1.351
H 7.763 2.599 -0.203
H 7.714 -1.660 0.319
H 8.959 -0.715 1.149
H 7.270 -0.597 1.661
H 9.676 0.315 -1.076
H 8.443 -0.664 -1.884
H 8.456 1.086 -2.101
H -0.860 -3.186 2.087
H -0.751 -1.443 1.797
H -3.179 -3.181 1.160
H -3.034 -2.062 2.513
H -7.353 3.827 -0.536
*
```

Atom charges from the natural (NBO) analysis, given in e for atoms 1 to 6:
1 C -0.641
2 C 0.111
3 O -0.731
4 C -0.189
5 N -0.627
6 C 0.719